Record 1
Molecular formula: C4H6Cl5OP
Method: DFT, wB97M-V/def2-TZVPD

The geometry in XYZ format:
```
17
Properties=species:S:1:pos:R:3:forces:R:3
C -1.1650 -0.4108 1.2156 0.5 -2.6 2.2
C -1.0611 -0.2395 -1.3187 0.4 -0.1 2.4
C -0.6455 0.2811 0.0565 0.5 -1.8 -3.1
C 0.0138 1.5535 -0.0145 0.2 1.5 1.5
O 3.4895 0.1142 0.1077 0.9 0.5 -0.5
P 2.2078 -0.5510 -0.0495 -1.7 -0.3 0.8
Cl 0.9562 1.7540 1.4789 -0.3 1.0 0.2
Cl 1.0933 1.9017 -1.3782 -0.7 0.4 0.0
Cl -1.4796 2.6861 -0.0262 0.8 0.1 0.0
Cl 2.1077 -1.9612 -1.5139 0.2 -0.3 -0.2
Cl 1.8593 -1.5747 1.7174 0.3 -0.7 0.1
H -1.3832 0.0689 2.2421 0.7 -0.4 -2.0
H -0.3721 -1.2922 1.3655 -1.0 2.0 0.3
H -1.9508 -1.1600 0.9806 -0.3 1.1 -0.2
H -1.2766 -1.2614 -1.1853 0.5 -1.7 -0.2
H -0.3816 0.0114 -2.0800 0.9 -0.1 -0.9
H -2.0123 0.0801 -1.5980 -1.8 1.4 -0.3
```
Forces are in eV/Å.

Calculated values
Calculated total energy ... -2873.5201 Eh
Relative energy (zero: lowest compared OMol25 entry of this formula, charge and spin) ... 3.810 eV
M ... 278.3 g/mol
HOMO (spin up / spin down) ... -8.936 / -8.391 eV
Net charge ... 0

natural (NBO) population analysis, charges in e, atoms 1 to 2: atom 1 (C): -0.7661, atom 2 (C): -0.6911

---

Record 2
Molecular formula: C3H6N2O2
Method: DFT, wB97M-V/def2-TZVPD

The geometry in XYZ format:
```
13
Properties=species:S:1:pos:R:3:forces:R:3
C 0.3831 0.2505 -0.4682 0.8 -1.0 -2.1
C -0.7992 -0.3181 -1.2063 0.2 0.0 0.3
N 0.1977 1.4319 0.3453 0.6 -0.5 0.6
C 0.1668 0.5547 1.4440 0.7 0.9 3.1
N 1.4224 -1.1615 0.4488 0.0 -1.0 -0.5
O 1.0257 -2.2377 0.5979 -0.3 1.6 -0.6
O 1.1515 0.1190 2.0730 -1.4 1.2 -0.7
H -0.6746 1.9235 0.1831 -0.2 -0.3 0.1
H 1.2592 0.4141 -1.0922 -0.1 -0.3 -0.2
H -0.8396 0.4341 1.8739 -0.1 -0.5 -0.1
H -0.5049 -1.2049 -1.7682 0.0 0.0 0.0
H -1.2002 0.4072 -1.9198 0.0 0.0 0.0
H -1.5879 -0.6128 -0.5114 -0.1 0.0 -0.1
```
Forces are in eV/Å.

Calculated values
Calculated total energy ... -377.7183 Eh
Relative energy (zero: lowest compared OMol25 entry of this formula, charge and spin) ... 6.560 eV
M ... 102.1 g/mol
HOMO (spin up / spin down) ... -8.433 / -8.432 eV
Net charge ... 0

natural (NBO) population analysis, charges in e, atoms 1 to 2: atom 1 (C): -0.0450, atom 2 (C): -0.6635

---

Record 3
Molecular formula: C2H5NO2
Method: DFT, wB97M-V/def2-TZVPD

The geometry in XYZ format:
```
10
Properties=species:S:1:pos:R:3:forces:R:3
C -0.8554 0.2337 -1.7672 6.3 -2.3 -2.0
N -1.8975 0.4414 -1.1992 -4.7 1.1 2.0
O -2.0084 -0.0159 0.1252 1.0 -0.1 -1.2
H -0.7099 0.4267 -2.8663 -0.4 0.2 1.3
H 0.0810 -0.3057 -1.2271 -2.1 1.1 -1.2
H -1.2052 -0.5725 0.1648 -0.2 0.1 1.0
C 1.6579 -0.0765 1.7147 -0.7 0.3 -1.1
O 0.9816 -0.5119 0.7940 1.2 0.3 1.6
H 1.1694 0.4520 2.5791 0.4 -0.5 -0.4
H 2.7864 -0.0713 1.6820 -0.8 -0.2 0.0
```
Forces are in eV/Å.

Calculated values
Calculated total energy ... -284.3141 Eh
SMILES ... C=NO.C=O
Relative energy (zero: lowest compared OMol25 entry of this formula, charge and spin) ... 4.172 eV
M ... 75.1 g/mol
HOMO ... -9.961 eV
Net charge ... 0

natural (NBO) population analysis, charges in e, atoms 1 to 2: atom 1 (C): -0.1674, atom 2 (N): -0.1107

---

Record 4
Molecular formula: C21H29N3O2S
Method: DFT, wB97M-V/def2-TZVPD

The geometry in XYZ format:
```
56
Properties=species:S:1:pos:R:3:forces:R:3
C 2.7193 0.5349 -2.9826 0.0 -0.2 0.0
C 2.7424 -0.9787 -2.8112 0.1 0.1 0.2
C 3.6221 -1.4280 -1.6414 -0.3 -0.3 -0.3
N 3.1117 -0.9540 -0.3623 0.2 0.1 -0.2
C 3.8634 0.0851 0.3062 0.4 0.0 0.2
C 5.1555 -0.4403 0.9484 -0.3 0.0 0.1
C 4.8990 -1.4308 2.0767 0.1 0.1 -0.2
C 2.0326 -1.6006 0.1309 -0.2 0.0 0.4
O 1.5422 -2.5599 -0.4339 -0.1 -0.3 -0.1
C 1.4025 -1.0745 1.4135 -0.3 0.2 -0.1
S 0.6794 0.5766 1.1591 0.4 0.2 0.2
C -0.9539 0.1649 0.6313 0.2 -0.9 0.3
N -1.2778 -1.0668 0.7731 0.3 0.0 0.1
C -2.5168 -1.4836 0.3887 -0.6 0.4 -0.3
C -2.8634 -2.8331 0.5103 -0.1 0.0 -0.1
C -4.1182 -3.2462 0.1281 0.1 0.0 0.1
C -5.0481 -2.3363 -0.3771 -0.1 0.1 -0.1
C -4.7173 -1.0070 -0.5055 0.0 0.0 0.0
C -3.4473 -0.5675 -0.1247 0.1 -0.5 0.1
C -3.0754 0.8320 -0.2609 -0.1 0.1 0.0
O -3.8136 1.6958 -0.6907 -0.1 0.0 -0.1
N -1.7602 1.1496 0.1415 -0.4 -0.1 -0.1
C -1.3661 2.5434 -0.0309 0.1 0.4 -0.2
C -0.8927 3.2577 1.2523 0.0 0.0 0.1
C 0.4286 3.9426 0.8835 -0.1 0.2 0.0
C 0.3838 4.0647 -0.6386 0.1 -0.1 0.0
C -0.2622 2.7552 -1.0767 -0.1 0.1 -0.1
H 2.0940 0.8088 -3.8289 -0.1 0.1 -0.1
H 3.7225 0.9185 -3.1619 0.1 0.1 0.0
H 2.3164 1.0176 -2.0953 0.0 0.1 0.1
H 3.1234 -1.4453 -3.7213 0.0 -0.1 0.0
H 1.7308 -1.3496 -2.6435 0.0 -0.1 0.0
H 4.6373 -1.0515 -1.7706 0.0 0.0 0.0
H 3.6444 -2.5215 -1.6187 0.1 0.1 0.0
H 4.1221 0.8477 -0.4344 -0.1 0.0 0.1
H 3.2449 0.5626 1.0659 0.1 0.0 -0.1
H 5.7137 0.4159 1.3315 0.1 0.0 -0.1
H 5.7689 -0.9219 0.1847 0.1 0.1 -0.1
H 4.3796 -0.9493 2.9028 -0.1 0.0 0.1
H 4.3000 -2.2675 1.7233 -0.1 -0.1 0.0
H 5.8405 -1.8226 2.4537 0.0 -0.1 0.1
H 2.1095 -0.9823 2.2341 0.0 0.0 0.0
H 0.5749 -1.7323 1.6782 0.2 0.0 0.0
H -2.1291 -3.5226 0.8947 0.1 -0.1 0.0
H -4.3893 -4.2880 0.2181 0.0 -0.1 0.0
H -6.0285 -2.6804 -0.6700 -0.1 0.0 0.0
H -5.4146 -0.2819 -0.8970 -0.1 0.0 0.0
H -2.2804 3.0272 -0.3888 0.3 -0.2 0.1
H -0.7663 2.5621 2.0803 -0.1 0.1 0.1
H -1.6378 3.9942 1.5524 0.0 0.0 0.0
H 1.2686 3.3121 1.1745 0.1 0.0 0.0
H 0.5373 4.9085 1.3733 0.1 0.0 0.1
H -0.2495 4.9042 -0.9287 0.0 0.1 0.0
H 1.3707 4.2079 -1.0754 0.0 0.1 -0.1
H 0.4669 1.9470 -1.0319 0.0 0.0 -0.1
H -0.6688 2.7975 -2.0861 0.0 -0.1 0.0
```
Forces are in eV/Å.

Calculated values
Calculated total energy ... -1530.6059 Eh
SMILES ... CCCN(CCC)C(=O)CSc1nc2ccccc2c(=O)n1C1CCCC1
Relative energy (zero: lowest compared OMol25 entry of this formula, charge and spin) ... 1.180 eV
M ... 387.5 g/mol
HOMO ... -8.207 eV
Net charge ... 0

natural (NBO) population analysis, charges in e, atoms 1 to 2: atom 1 (C): -0.6109, atom 2 (C): -0.4050

---

Record 5
Molecular formula: H25O12
Method: DFT, wB97M-V/def2-TZVPD

The geometry in XYZ format:
```
37
Properties=species:S:1:pos:R:3:forces:R:3
O 0.3513 -3.6442 2.4913 0.5 0.7 -1.0
H -1.1832 -0.6954 -1.4687 0.0 -0.1 -0.4
H -0.7462 3.0757 1.1039 0.8 1.0 0.5
O 0.4023 1.0746 0.0129 1.0 -1.2 -0.7
H 0.7364 0.1762 0.2127 -0.5 0.2 1.3
H 1.4111 2.3747 1.9374 -0.4 -1.4 0.3
O 2.5305 -0.6580 1.0863 -0.3 -0.1 0.0
H 3.3224 1.0180 -2.8223 -0.3 -0.2 -0.3
O 1.8533 -2.7105 -2.2074 -0.1 -0.1 0.2
H 2.4403 -1.3354 1.7639 -0.1 0.1 0.2
H 2.6928 -3.0986 -2.4642 0.1 -0.2 -0.2
O -3.7767 -3.1528 -0.2584 0.4 0.2 0.1
H -3.0949 -3.7985 -0.0849 -0.2 -1.0 0.3
H -3.1907 -2.4858 -0.6219 -0.3 0.8 -0.5
O -1.8211 -0.9758 -0.7981 0.2 0.3 0.2
H -2.0741 1.1730 -0.1281 -0.7 -0.9 -0.8
H -1.2554 -1.2692 -0.0759 -0.1 -0.1 0.1
O 0.9151 3.1688 2.1328 1.1 0.2 -0.6
H 1.6145 3.7241 1.7499 -0.6 1.0 0.3
H 0.1211 -3.4369 1.5726 -0.7 -0.4 0.2
O -2.8445 0.6681 2.1971 1.0 0.7 0.1
H 0.9625 1.0409 -0.7870 -0.6 1.3 -0.5
H -3.5983 0.1133 2.2139 -1.3 -1.2 0.3
O 3.3104 0.2910 -2.1847 0.4 0.7 -0.1
H 3.2563 -0.9832 0.5515 0.2 0.0 -0.2
H 4.1021 0.5269 -1.6938 0.2 -0.4 0.5
O 0.6671 0.0841 -2.8607 -0.4 0.0 0.5
H 0.5960 0.7690 -3.5288 0.1 0.0 -0.2
H 1.6027 -0.0614 -2.6666 -0.2 0.0 -0.4
O -2.8338 1.7991 -0.0143 2.1 0.5 1.9
H 2.1124 -1.9144 -1.7440 0.1 0.2 0.1
H 1.2801 -3.3912 2.4101 0.2 -0.4 0.8
O -1.3551 3.7475 0.7293 -0.5 -1.5 -0.2
H -2.3935 0.5967 3.0446 -0.1 0.1 0.1
H -2.1336 2.5977 0.2926 -1.5 0.8 -0.8
H -3.0770 1.5317 0.9661 0.1 0.0 -1.1
H -0.9025 4.0603 -0.0589 0.1 0.3 -0.2
```
Forces are in eV/Å.

Calculated values
Calculated total energy ... -917.5910 Eh
Relative energy (zero: lowest compared OMol25 entry of this formula, charge and spin) ... 2.109 eV
M ... 217.2 g/mol
HOMO ... -13.373 eV
Net charge ... +1

natural (NBO) population analysis, charges in e, atoms 1 to 2: atom 1 (O): -0.9045, atom 2 (H): 0.5047

---

Record 6
Molecular formula: C15H30N4O3
Method: DFT, wB97M-V/def2-TZVPD

The geometry in XYZ format:
```
52
Properties=species:S:1:pos:R:3:forces:R:3
C -0.3806 -2.1214 -5.2049 -1.2 1.2 -0.3
N -1.1742 -1.6346 -4.0632 -0.8 0.4 0.2
C -0.6356 -1.3299 -2.8551 1.4 0.0 0.7
O 0.5754 -1.3702 -2.6318 -0.7 -0.2 -0.5
C -1.5738 -0.9545 -1.6947 -0.1 0.0 0.1
C -2.3444 -2.1864 -1.1213 -0.6 0.6 -0.5
C -1.5957 -3.4254 -0.6344 0.9 0.0 0.7
C -0.4746 -3.1646 0.4116 -0.2 1.0 -1.2
C -1.1021 -4.3460 -1.7394 -0.9 0.5 -0.4
N -0.8248 -0.2793 -0.6161 1.0 -1.0 -0.4
C -1.2724 0.7294 0.1412 -0.8 1.2 0.2
O -2.2978 1.3301 -0.1370 -0.4 0.2 0.4
C -0.3913 1.1396 1.3556 0.0 0.7 -0.6
C 0.6676 2.1865 0.9632 -0.4 0.6 -0.6
C 1.7720 2.3349 2.0108 0.0 -0.1 0.4
C 2.9123 3.2705 1.6056 -0.4 0.0 -0.6
C 3.4690 2.9412 0.2091 0.4 1.9 0.6
N 4.6906 3.7320 -0.0437 -0.7 0.3 -0.3
N -1.1401 1.6136 2.5213 -0.5 0.3 -2.8
C -0.8638 1.2674 3.7634 0.5 -1.1 1.8
C -1.6123 2.0219 4.8297 0.1 0.4 0.5
O -0.0886 0.3631 4.0525 0.1 0.2 -0.2
H 0.5362 -1.5659 -5.3524 0.1 0.2 0.3
H -0.1532 -3.1447 -5.0744 0.3 -1.2 0.1
H -0.9823 -1.9842 -6.1248 0.2 -0.2 0.6
H -2.1904 -1.5019 -4.1634 1.0 -0.2 -0.1
H -2.2813 -0.2199 -2.0882 -0.2 -0.1 0.3
H -3.1037 -2.5409 -1.8382 0.4 0.2 -0.2
H -2.9816 -1.7650 -0.3403 0.3 -0.1 0.4
H -2.3492 -4.0110 -0.1420 -0.6 -0.2 0.5
H -0.8033 -2.3918 1.0932 0.0 0.2 0.3
H 0.4402 -2.7734 -0.1124 -0.6 -0.7 0.6
H -0.3015 -4.0420 1.0107 0.5 -0.4 0.0
H -1.9361 -4.4539 -2.4431 0.2 -0.2 -0.1
H -0.8614 -5.3297 -1.3515 0.3 -0.1 0.0
H -0.2807 -3.9022 -2.2749 0.6 -0.1 -0.2
H 0.0857 -0.6515 -0.3715 -0.3 -0.2 -0.3
H 0.1534 0.2681 1.5988 0.5 -1.0 0.9
H 1.0611 1.9090 -0.0248 0.1 -0.1 0.3
H 0.1722 3.1691 0.7864 0.2 -0.5 0.2
H 2.1982 1.3528 2.2579 -0.1 0.0 -0.2
H 1.3431 2.6862 2.9653 0.1 -0.1 -0.4
H 2.5872 4.3222 1.6606 0.2 -0.3 -0.2
H 3.7128 3.1470 2.3271 0.2 0.1 0.2
H 2.7250 3.2031 -0.5502 0.2 -0.2 0.0
H 3.7324 1.9196 0.1712 -0.3 -1.6 -0.2
H 4.9963 3.6371 -1.0211 0.2 -0.1 1.0
H 5.3910 3.5289 0.6663 0.1 0.0 -0.7
H -1.8134 2.3376 2.3093 0.1 -0.1 0.2
H -1.4759 3.1009 4.7395 0.0 0.0 -0.2
H -1.2603 1.7446 5.8313 -0.1 -0.2 -0.4
H -2.6756 1.8339 4.7332 -0.2 -0.1 0.1
```
Forces are in eV/Å.

Calculated values
Calculated total energy ... -1034.3498 Eh
SMILES ... CNC(=O)[C@@H](CC(C)C)NC(=O)[C@@H](CCCCN)NC(C)=O
Relative energy (zero: lowest compared OMol25 entry of this formula, charge and spin) ... 0.103 eV
M ... 314.4 g/mol
HOMO ... -8.980 eV
Net charge ... 0

natural (NBO) population analysis, charges in e, atoms 1 to 2: atom 1 (C): -0.4067, atom 2 (N): -0.6153